[1]
A structure of composition C39H48MgN6O6Se, computed with wB97M-V/def2-TZVPD.

Results
- HOMO energy (spin up / spin down) (Ha) = -0.27683 / -0.27870
- gap between HOMO and LUMO (spin up / spin down) (eV) = 5.7337 / 5.8358
- E_tot (Ha) = -4896.6607
- energy above the lowest of the compared OMol25 structures with the same formula, charge and spin (kcal/mol) = 10.8

Last column: Löwdin charge in e.
CARTESIAN COORDINATES (ANGSTROEM)
Mg: 0.476 -1.639 -1.236  0.56
C: -1.646 5.028 0.466  -0.04
C: -2.806 4.164 -0.053  -0.55
C: -3.718 3.786 1.126  -0.04
C: -3.622 5.010 -1.034  -0.07
C: -2.260 2.885 -0.687  -0.15
C: -1.468 2.050 0.041  0.04
C: -0.953 0.864 -0.539  -0.15
N: -0.090 0.004 -0.009  0.12
C: 0.385 -0.135 1.218  -0.16
C: -0.145 0.407 2.421  0.04
C: 0.537 0.264 3.585  -0.15
C: 1.810 -0.393 3.542  0.03
C: 2.361 -0.999 2.452  -0.06
C: 1.584 -0.988 1.224  -0.25
O: 1.886 -1.589 0.167  -0.05
C: 3.776 -1.594 2.593  -0.53
C: 4.290 -2.346 1.360  -0.05
C: 3.833 -2.568 3.777  -0.04
C: 4.739 -0.425 2.868  -0.04
C: 0.022 0.781 4.921  -0.56
C: -0.168 -0.404 5.880  -0.04
C: 1.038 1.772 5.512  -0.04
C: -1.317 1.508 4.777  -0.06
C: -1.248 0.509 -1.934  -0.24
O: -0.813 -0.599 -2.351  -0.05
C: -2.041 1.437 -2.700  -0.06
C: -2.533 2.535 -2.041  0.04
C: -2.377 1.284 -4.194  -0.53
C: -1.909 2.549 -4.934  -0.05
C: -1.720 0.084 -4.888  -0.05
C: -3.899 1.138 -4.348  -0.04
H: -2.033 5.956 0.892  0.09
H: -0.962 5.282 -0.347  0.09
H: -1.077 4.515 1.241  0.07
H: -4.121 4.686 1.595  0.09
H: -3.170 3.223 1.884  0.07
H: -4.551 3.170 0.784  0.09
H: -3.982 5.904 -0.525  0.09
H: -4.493 4.466 -1.406  0.09
H: -3.016 5.331 -1.884  0.09
H: -1.169 2.319 1.045  0.10
H: -1.120 0.869 2.393  0.10
H: 2.368 -0.422 4.470  0.10
H: 3.624 -3.162 1.089  0.08
H: 5.278 -2.755 1.586  0.09
H: 4.381 -1.686 0.498  0.07
H: 3.191 -3.427 3.588  0.08
H: 3.517 -2.107 4.713  0.07
H: 4.855 -2.929 3.909  0.09
H: 4.683 0.311 2.063  0.09
H: 5.767 -0.790 2.929  0.09
H: 4.500 0.079 3.805  0.08
H: 0.768 -0.940 6.046  0.08
H: -0.893 -1.110 5.470  0.09
H: -0.536 -0.053 6.846  0.09
H: 1.990 1.292 5.744  0.08
H: 0.648 2.203 6.436  0.09
H: 1.229 2.584 4.808  0.09
H: -2.096 0.844 4.397  0.09
H: -1.229 2.370 4.112  0.08
H: -1.637 1.872 5.755  0.09
H: -3.156 3.212 -2.609  0.09
H: -0.834 2.688 -4.803  0.09
H: -2.416 3.446 -4.575  0.07
H: -2.113 2.451 -6.002  0.09
H: -0.634 0.114 -4.800  0.09
H: -1.979 0.108 -5.949  0.09
H: -2.060 -0.862 -4.474  0.09
H: -4.431 2.009 -3.961  0.08
H: -4.252 0.255 -3.811  0.09
H: -4.157 1.022 -5.403  0.09
C: 3.856 0.328 -2.042  0.02
C: 3.184 -0.711 -2.868  -0.32
N: 2.057 -1.327 -2.591  0.13
C: 1.842 -2.240 -3.592  -0.10
C: 2.854 -2.161 -4.506  -0.07
N: 3.692 -1.184 -4.029  0.19
C: 3.165 -2.875 -5.767  -0.50
O: 2.298 -3.779 -6.140  0.13
O: 4.176 -2.596 -6.377  0.09
C: 0.722 -3.223 -3.455  -0.53
O: 0.465 -3.965 -4.422  0.06
O: 0.165 -3.235 -2.322  -0.02
H: 3.277 0.498 -1.138  0.08
H: 3.953 1.263 -2.594  0.09
H: 4.856 -0.009 -1.763  0.09
H: 4.544 -0.916 -4.494  0.17
H: 1.541 -3.890 -5.460  0.05
Se: 0.314 -5.370 2.492  1.16
N: -1.415 -5.546 2.287  -0.24
C: -1.789 -4.612 1.434  -0.38
C: -3.110 -4.421 0.960  0.01
C: -3.304 -3.439 0.046  -0.02
C: -2.215 -2.634 -0.384  -0.07
N: -0.982 -2.739 0.036  0.10
C: -0.731 -3.741 0.934  -0.40
N: 0.472 -4.017 1.405  -0.21
H: -3.907 -5.060 1.317  0.12
H: -4.284 -3.259 -0.371  0.11
H: -2.385 -1.860 -1.125  0.12

=====

[2]
A structure of composition C39H48N2OPPrSSb2Si, computed with wB97M-V/def2-TZVPD.

Results
- HOMO energy (spin up / spin down) (Ha) = -0.43163 / -0.43183
- gap between HOMO and LUMO (spin up / spin down) (eV) = 5.2495 / 5.2944
- 2S+1 = 3
- E_tot (Ha) = -3725.6130
- expectation value of S² = 2.01
- net charge = +2

Last column: Löwdin charge in e.
CARTESIAN COORDINATES (ANGSTROEM)
Pr: 0.665 0.696 -0.026  0.87
C: 5.718 1.726 -0.890  -0.30
Sb: 4.221 0.114 -1.051  1.36
C: 2.654 1.077 -2.279  -0.35
C: 5.108 -1.228 -2.528  -0.32
C: 5.541 -2.455 -1.864  -0.34
C: 6.791 -2.422 -1.227  -0.06
C: 7.150 -3.459 -0.371  -0.08
C: 6.328 -4.586 -0.216  -0.05
C: 5.084 -4.650 -0.892  -0.06
C: 4.691 -3.608 -1.759  -0.29
C: 3.338 -3.709 -2.336  -0.31
Sb: 1.643 -3.145 -0.941  1.30
C: 2.010 -4.370 0.825  -0.27
C: 0.216 -4.445 -1.870  -0.31
H: 6.093 2.058 -1.860  0.01
H: 6.531 1.354 -0.299  -0.01
H: 5.255 2.600 -0.325  0.02
H: 2.144 0.309 -2.859  0.02
H: 3.139 1.747 -2.994  0.04
H: 1.929 1.751 -1.777  -0.06
H: 5.926 -0.613 -3.001  0.09
H: 4.255 -1.301 -3.255  0.06
H: 7.459 -1.535 -1.340  0.13
H: 8.123 -3.407 0.114  0.11
H: 6.625 -5.439 0.372  0.10
H: 4.483 -5.554 -0.781  0.12
H: 3.071 -4.784 -2.537  0.08
H: 3.268 -3.136 -3.255  0.05
H: 1.603 -5.358 0.722  0.01
H: 1.507 -3.857 1.660  0.00
H: 3.076 -4.463 1.021  0.00
H: 0.510 -5.459 -1.689  0.00
H: 0.061 -4.193 -2.916  0.01
H: -0.696 -4.248 -1.275  -0.02
C: -3.697 -3.313 1.476  -0.20
Si: -2.939 -2.795 3.124  0.53
C: -2.758 -4.340 4.184  -0.17
C: -4.140 -1.644 4.006  -0.17
C: -1.308 -1.833 3.035  -0.21
C: -0.803 -1.505 4.271  -0.06
C: 0.279 -0.597 4.360  -0.04
C: 0.936 -0.150 3.211  -0.09
N: 0.438 -0.440 1.954  -0.23
C: -0.621 -1.316 1.854  -0.70
S: -1.005 -1.622 0.219  0.59
H: -4.380 -4.207 1.579  0.06
H: -2.932 -3.598 0.749  -0.02
H: -4.226 -2.488 0.986  0.03
H: -3.461 -5.073 3.752  0.03
H: -3.013 -4.236 5.238  0.03
H: -1.722 -4.795 4.105  0.06
H: -5.160 -2.090 3.938  0.06
H: -4.148 -0.624 3.613  0.01
H: -3.930 -1.560 5.091  0.04
H: -1.260 -1.877 5.229  0.14
H: 0.555 -0.168 5.330  0.12
H: 1.887 0.388 3.224  0.12
O: 1.879 2.676 0.652  -0.22
N: 0.613 3.310 0.144  -0.13
C: 0.819 4.518 -0.269  -0.03
C: -0.335 5.247 -0.666  -0.20
C: -0.361 6.646 -0.789  0.00
C: -1.457 7.330 -1.314  -0.02
C: -2.581 6.595 -1.731  0.00
C: -2.653 5.217 -1.447  -0.05
C: -1.526 4.534 -0.988  -0.26
P: -1.688 2.737 -0.822  1.05
C: -2.898 2.548 0.522  -0.35
C: -2.375 2.922 1.775  -0.09
C: -3.189 2.846 2.928  -0.06
C: -4.394 2.156 2.881  -0.08
C: -4.923 1.835 1.632  -0.05
C: -4.179 2.023 0.458  -0.07
C: -2.517 2.212 -2.289  -0.41
C: -2.436 2.929 -3.477  -0.09
C: -3.041 2.401 -4.620  -0.05
C: -3.793 1.208 -4.553  -0.05
C: -3.850 0.510 -3.346  -0.07
C: -3.108 0.939 -2.255  -0.12
H: 1.949 3.227 1.464  0.14
H: 1.828 4.954 -0.311  0.17
H: 0.492 7.186 -0.420  0.12
H: -1.404 8.429 -1.409  0.13
H: -3.374 7.130 -2.247  0.12
H: -3.502 4.606 -1.748  0.12
H: -1.332 3.258 1.767  0.08
H: -2.908 3.343 3.851  0.11
H: -4.898 1.878 3.830  0.13
H: -5.851 1.330 1.584  0.10
H: -4.668 1.818 -0.487  0.11
H: -1.913 3.878 -3.500  0.10
H: -2.931 2.904 -5.578  0.11
H: -4.247 0.761 -5.436  0.12
H: -4.356 -0.456 -3.274  0.12
H: -3.009 0.289 -1.340  0.10

=====

[3]
A structure of composition C39H48N6O5PdS2Si, computed with wB97M-V/def2-TZVPD.

Results
- HOMO energy (Ha) = -0.31230
- gap between HOMO and LUMO (eV) = 8.9453
- E_tot (Ha) = -3433.5050
- energy above the lowest of the compared OMol25 structures with the same formula, charge and spin (kcal/mol) = 10.4

Last column: Löwdin charge in e.
CARTESIAN COORDINATES (ANGSTROEM)
Pd: -0.413 0.961 -0.456  1.02
O: -0.370 0.656 1.581  -0.61
S: -0.545 0.053 2.945  1.04
C: 1.036 -0.738 3.287  -0.30
C: 2.287 0.121 3.001  -0.19
C: 3.313 -0.643 2.141  -0.20
C: 2.886 -0.750 0.674  -0.33
S: 3.863 0.204 -0.512  0.99
O: 3.005 0.248 -1.736  -0.55
C: 3.748 1.785 0.319  -0.39
C: 4.777 2.184 1.159  -0.10
C: 4.664 3.387 1.844  -0.08
C: 3.543 4.184 1.661  -0.07
C: 2.535 3.786 0.791  -0.06
C: 2.636 2.583 0.111  -0.07
C: -0.380 1.459 4.028  -0.38
C: -0.580 1.281 5.390  -0.09
C: -0.424 2.366 6.237  -0.08
C: -0.090 3.610 5.714  -0.08
C: 0.084 3.773 4.347  -0.06
C: -0.062 2.693 3.486  -0.07
H: 0.991 -1.610 2.633  0.06
H: 0.969 -1.095 4.319  0.10
H: 2.744 0.426 3.944  0.12
H: 2.009 1.041 2.482  0.09
H: 3.434 -1.650 2.547  0.12
H: 4.295 -0.172 2.222  0.09
H: 1.862 -0.430 0.515  0.05
H: 2.958 -1.770 0.298  0.09
H: 5.657 1.563 1.277  0.11
H: 5.456 3.707 2.509  0.10
H: 3.462 5.126 2.188  0.10
H: 1.661 4.406 0.634  0.10
H: 1.856 2.275 -0.568  0.07
H: -0.857 0.309 5.783  0.11
H: -0.574 2.246 7.302  0.10
H: 0.022 4.458 6.376  0.10
H: 0.324 4.747 3.943  0.11
H: 0.044 2.800 2.412  0.09
C: -0.950 -0.054 -6.515  -0.07
C: 0.424 -0.610 -6.155  -0.40
C: 0.294 -1.829 -5.245  -0.07
C: 1.325 0.464 -5.541  -0.10
N: 0.759 1.015 -4.319  -0.07
C: 0.779 0.527 -3.086  -0.14
N: 0.032 1.310 -2.353  -0.09
N: -0.426 2.299 -3.135  0.05
N: 0.002 2.127 -4.325  0.10
H: -1.532 -0.806 -7.048  0.08
H: -0.874 0.832 -7.148  0.08
H: -1.508 0.217 -5.617  0.07
H: 0.937 -0.911 -7.074  0.13
H: -0.271 -1.586 -4.340  0.06
H: 1.271 -2.227 -4.958  0.08
H: -0.251 -2.623 -5.755  0.08
H: 1.461 1.305 -6.218  0.13
H: 2.305 0.057 -5.288  0.13
H: 1.307 -0.345 -2.746  0.12
O: -2.147 -0.709 -2.695  0.04
C: -1.751 -1.365 -1.754  -0.55
N: -2.243 -2.588 -1.380  0.16
C: -1.473 -3.185 -0.315  -0.28
C: -0.414 -2.080 -0.106  -0.44
O: 0.491 -2.196 0.698  0.02
N: -0.702 -1.020 -0.890  0.05
C: -0.878 -4.513 -0.753  -0.15
C: 0.389 -4.594 -1.318  -0.01
C: 0.868 -5.805 -1.797  -0.07
C: 0.086 -6.948 -1.716  -0.09
C: -1.179 -6.875 -1.150  -0.08
C: -1.655 -5.665 -0.668  -0.03
C: -2.223 -3.260 1.012  -0.16
C: -1.626 -3.901 2.096  -0.03
C: -2.237 -3.889 3.339  -0.08
C: -3.453 -3.237 3.515  -0.09
C: -4.048 -2.597 2.440  -0.08
C: -3.432 -2.603 1.193  -0.02
H: -2.873 -3.098 -1.975  0.16
H: 1.015 -3.712 -1.373  0.11
H: 1.859 -5.856 -2.230  0.10
H: 0.462 -7.892 -2.088  0.10
H: -1.794 -7.763 -1.079  0.10
H: -2.637 -5.615 -0.212  0.12
H: -0.675 -4.403 1.960  0.12
H: -1.767 -4.394 4.174  0.10
H: -3.933 -3.232 4.485  0.10
H: -4.992 -2.084 2.567  0.10
H: -3.889 -2.084 0.360  0.11
C: -1.319 5.258 -1.430  -0.18
Si: -1.715 3.837 -0.275  0.24
C: -3.200 2.880 -0.914  -0.18
C: -2.215 4.593 1.376  -0.17
O: -0.400 2.890 -0.079  -0.49
H: -2.167 5.941 -1.540  0.03
H: -1.056 4.872 -2.415  0.01
H: -0.470 5.836 -1.056  0.02
H: -4.101 3.497 -0.859  0.03
H: -3.380 1.982 -0.315  0.02
H: -3.065 2.564 -1.951  0.02
H: -3.054 5.280 1.237  0.03
H: -1.394 5.162 1.827  0.02
H: -2.524 3.828 2.091  0.02

=====

[4]
A structure of composition C39H49BBrGdN9O, computed with wB97M-V/def2-TZVPD.

Results
- HOMO energy (spin up / spin down) (Ha) = -0.36732 / -0.35202
- gap between HOMO and LUMO (spin up / spin down) (eV) = 7.2939 / 3.9359
- 2S+1 = 8
- E_tot (Ha) = -5447.9770
- energy above the lowest of the compared OMol25 structures with the same formula, charge and spin (kcal/mol) = 37.0
- expectation value of S² = 16.07
- net charge = +1

Last column: Löwdin charge in e.
CARTESIAN COORDINATES (ANGSTROEM)
Gd: -19.882 -0.425 -10.007  1.58
C: -16.427 -1.150 -11.317  -0.03
C: -17.426 -2.064 -11.914  -0.35
C: -17.191 -3.199 -12.840  0.04
C: -18.476 -3.614 -13.146  -0.32
C: -18.773 -4.795 -14.016  -0.01
N: -19.371 -3.010 -12.347  0.05
N: -18.706 -1.953 -11.605  -0.05
B: -21.045 -3.152 -12.265  -0.42
N: -21.426 -3.340 -10.752  0.06
N: -21.392 -2.201 -9.860  -0.07
C: -22.099 -2.555 -8.784  -0.36
C: -22.149 -1.697 -7.563  -0.03
C: -22.753 -3.804 -8.999  0.04
C: -22.264 -4.234 -10.245  -0.29
C: -22.502 -5.607 -10.794  -0.01
N: -21.502 -1.820 -12.851  0.00
N: -21.153 -0.587 -12.302  -0.01
C: -21.341 0.335 -13.234  -0.36
C: -20.822 1.692 -13.184  -0.04
C: -21.991 -0.321 -14.363  0.04
C: -22.124 -1.688 -14.013  -0.27
C: -22.777 -2.809 -14.796  -0.01
H: -15.486 -1.688 -11.132  0.10
H: -16.171 -0.284 -11.883  0.07
H: -16.831 -0.815 -10.322  0.07
H: -16.263 -3.657 -13.205  0.12
H: -17.881 -5.282 -14.336  0.07
H: -19.354 -5.470 -13.339  0.09
H: -19.409 -4.533 -14.893  0.09
H: -21.474 -4.170 -12.819  0.12
H: -21.650 -0.746 -7.803  0.02
H: -23.183 -1.350 -7.279  0.11
H: -21.620 -2.106 -6.650  0.11
H: -23.515 -4.400 -8.469  0.13
H: -23.561 -5.740 -11.039  0.10
H: -21.795 -5.870 -11.579  0.07
H: -22.373 -6.331 -9.958  0.10
H: -20.793 2.209 -14.201  0.12
H: -21.349 2.347 -12.483  0.06
H: -19.790 1.640 -12.797  0.08
H: -22.446 0.102 -15.285  0.12
H: -23.429 -2.363 -15.559  0.08
H: -21.965 -3.429 -15.290  0.10
H: -23.376 -3.471 -14.168  0.08
C: -13.582 -1.124 -5.494  -0.05
C: -14.770 -1.109 -4.496  -0.57
C: -14.906 -2.432 -3.745  -0.05
C: -14.574 0.065 -3.555  -0.07
C: -16.069 -0.923 -5.299  -0.14
C: -16.634 -1.913 -6.112  -0.08
C: -17.762 -1.718 -6.907  -0.52
Br: -18.383 -3.143 -8.085  0.78
C: -18.327 -0.419 -6.971  -0.36
O: -19.001 -0.074 -8.058  -0.34
C: -17.973 0.482 -5.897  -0.09
C: -16.726 0.348 -5.292  0.03
C: -18.910 1.645 -5.430  -0.49
C: -20.367 1.154 -5.388  -0.05
C: -18.558 2.189 -3.982  -0.04
C: -18.773 2.770 -6.518  -0.03
H: -12.569 -1.277 -5.004  0.10
H: -13.558 -0.170 -6.059  0.09
H: -13.754 -1.907 -6.273  0.09
H: -13.943 -2.669 -3.221  0.10
H: -15.070 -3.309 -4.382  0.08
H: -15.631 -2.393 -2.941  0.09
H: -13.698 -0.211 -2.963  0.09
H: -15.397 0.151 -2.876  0.08
H: -14.360 1.025 -4.091  0.10
H: -16.159 -2.842 -6.141  0.08
H: -16.322 1.176 -4.761  0.09
H: -20.415 0.126 -4.951  0.11
H: -20.719 1.066 -6.427  0.05
H: -20.980 1.927 -4.901  0.09
H: -18.479 1.370 -3.244  0.10
H: -19.354 2.803 -3.597  0.07
H: -17.638 2.727 -3.920  0.06
H: -19.429 2.512 -7.376  0.05
H: -17.718 2.843 -6.816  0.09
H: -19.050 3.751 -6.107  0.08
N: -29.803 2.341 -11.594  0.18
C: -28.633 2.289 -11.442  -0.17
C: -27.248 2.375 -11.175  -0.25
C: -26.457 1.265 -11.451  0.00
C: -25.069 1.365 -11.262  0.00
C: -24.578 2.504 -10.618  -0.18
C: -25.384 3.608 -10.300  0.01
C: -26.755 3.495 -10.503  0.00
N: -23.226 2.428 -10.163  0.01
C: -22.262 3.453 -10.035  -0.02
C: -21.129 2.825 -9.671  -0.09
N: -21.385 1.413 -9.494  -0.06
C: -22.630 1.267 -9.809  -0.18
H: -26.958 0.523 -12.124  0.15
H: -24.371 0.633 -11.772  0.14
H: -24.925 4.525 -9.863  0.13
H: -27.384 4.339 -10.210  0.14
H: -22.365 4.508 -10.230  0.13
H: -20.198 3.337 -9.508  0.11
H: -23.196 0.366 -9.879  0.13

=====

Question: Which of these has the highest E_tot?
Answer: C39H48N6O5PdS2Si

=====

Question: Which formula does entry 4 have?
Answer: C39H49BBrGdN9O

=====

Question: The highest E_tot belongs to which entry?
Answer: C39H48N6O5PdS2Si

=====

Question: The highest E_tot belongs to which entry?
Answer: C39H48N6O5PdS2Si